w.
The following is a quantum chemistry calculation of 16 unconnected molecules or ions with the total composition H33O16, from OMol25.

Output
Gap between HOMO and LUMO = 10.9 eV
Charge = +1

The geometry in XYZ format:
```
49
Properties=species:S:1:pos:R:3:lowdin_charge:R:1
O 1.72729 -1.80199 0.28102 0.04
H 2.22888 -2.26425 0.91909 0.04
H -0.57348 -4.68525 -2.48872 0.03
O 3.08265 2.95973 -0.84201 -0.05
H 0.15784 2.86914 -0.32932 0.07
H 2.40390 -4.37562 1.98374 0.05
O -2.56358 -0.26177 3.51617 -0.05
H -1.64584 0.01846 3.56429 0.03
H -2.58096 -0.43079 -2.96049 0.06
O 0.57633 2.05695 -0.60497 -0.04
H 1.51979 2.31490 -0.56710 0.02
H -1.03065 -2.48800 3.55650 0.04
O 4.18583 2.47110 1.46972 -0.09
H 3.05338 3.39315 0.02117 0.04
H 4.17612 1.52268 1.20317 0.01
O 5.29400 0.14221 1.25966 -0.03
H 5.73229 -0.37859 1.93636 0.07
H -3.59838 0.67764 -2.55691 0.05
O -2.83472 2.93235 -1.44284 -0.05
H -1.00560 -1.09795 0.17476 0.10
H -2.98468 2.42207 -2.24882 0.02
O -0.30279 -0.41465 0.53715 0.09
H -2.01912 -5.27941 -2.27220 0.02
H 0.35915 -1.25413 0.45677 0.10
O -2.85585 0.15314 -2.24875 -0.03
H 2.20229 -1.13260 -0.21358 0.09
O 1.60777 -3.95781 2.28114 -0.04
H -0.20616 -0.53025 -2.53364 0.06
H 1.15363 -4.63815 2.78894 0.07
O 0.40566 -0.07936 -1.95532 -0.03
H 0.36273 0.87663 -1.85297 0.02
H -1.76529 3.72461 -4.56163 0.03
O -3.00541 1.57758 1.21035 -0.05
H -2.40786 -2.13285 0.71538 0.06
H -2.00338 3.85053 -3.00044 0.03
O -0.69772 -2.77561 2.70696 -0.04
H 0.25290 -2.66992 2.63986 0.00
H -3.74388 1.89861 1.72457 0.04
O -1.66176 3.29900 -3.72323 -0.06
H -2.97752 1.80831 0.28942 -0.02
H 5.73101 0.02604 0.41921 0.06
O -1.50209 -4.49057 -2.35899 -0.05
H 4.90407 2.41323 2.10447 0.04
H -2.95396 0.30144 4.18560 0.04
O -2.51015 -1.64287 -0.10129 -0.02
H -0.09698 0.07857 -0.31637 0.07
H 3.63847 3.48737 -1.41954 0.07
H -1.99100 2.52557 -1.19901 0.03
H -3.23719 -1.01864 -0.14733 0.06
```

=====

x.
The following is a quantum chemistry calculation of 16 unconnected molecules or ions with the total composition H33O16, from OMol25.

Output
Gap between HOMO and LUMO = 9.9 eV
Charge = +1

The geometry in XYZ format:
```
49
Properties=species:S:1:pos:R:3:lowdin_charge:R:1
O -1.94082 0.52773 -0.87912 -0.13
H -2.73609 0.99910 -0.38901 0.12
H 1.89221 0.36592 -1.29112 0.15
O -1.13821 0.47449 1.09310 -0.12
H -3.50053 4.94928 -0.69024 0.03
H 0.88253 2.01392 -1.24911 0.07
O -3.64654 4.54636 0.16912 -0.07
H 2.18168 -0.60191 -0.09723 0.07
H 1.23882 4.53285 -2.15384 0.05
O 0.74812 -1.27695 0.75944 -0.20
H 1.21230 -0.84675 1.58697 0.09
H 1.74921 -4.16390 1.16846 0.09
O -1.65021 -3.42718 3.34000 -0.02
H -0.75790 0.58416 1.97570 0.07
H -1.02615 -3.79538 3.98813 0.06
O 3.43395 3.74760 0.30680 -0.04
H 3.07339 4.23596 0.97770 -0.03
H 1.60572 3.69403 -3.11828 0.13
O 2.01545 1.22787 2.80205 -0.01
H -4.98319 -1.13815 -1.39126 0.00
H 2.41063 2.03318 2.64837 -0.02
O -0.39936 -1.15629 -5.19808 -0.10
H 2.68803 -1.13461 -1.45994 0.16
H -0.27893 -1.65624 -6.02654 0.04
O 0.98085 3.61018 -2.29306 -0.08
H -2.19064 -0.36023 -0.57761 0.02
O 0.71649 1.06658 -0.96189 -0.02
H 1.06079 -2.04191 -2.19673 -0.05
H 0.22635 1.21296 -0.13889 0.06
O 0.36902 -1.75687 -1.79459 0.08
H -0.20438 -1.48045 -2.43468 0.01
H 4.00781 -3.54260 0.62270 0.06
O -3.27545 0.85924 2.85878 -0.04
H -0.32669 -1.06297 0.42510 0.18
H 4.10308 -4.66298 -0.44384 0.02
O 2.22100 -4.03799 2.07667 -0.10
H 1.79254 -3.17666 2.07389 -0.01
H -4.11766 0.25364 2.97424 0.13
O 3.58531 -3.91907 -0.19017 -0.07
H -3.17170 1.62516 3.28876 -0.04
H 2.49794 3.40777 0.05715 0.07
O 2.72481 -0.30851 -0.87713 0.12
H -2.47689 -3.32122 3.68144 -0.03
H -3.88234 5.14837 0.88358 0.04
O -4.40486 -0.44776 -1.34336 0.02
H -1.40550 -1.07263 -5.10824 0.08
H -1.71440 -0.25546 1.31270 0.05
H 2.12095 1.03208 3.74078 0.06
H -4.68750 0.39020 -1.58759 0.02
```

=====

Stability summary: most stable w, least stable x.

=====

w.
The following is a quantum chemistry calculation of C2H5B in the gas phase, from OMol25.

Output
Gap between HOMO and LUMO = 9.8 eV
SMILES = BC=C

The geometry in XYZ format:
```
8
Properties=species:S:1:pos:R:3:lowdin_charge:R:1
B 1.29126 -0.11783 0.01262 0.01
C -0.14151 0.50525 -0.17445 -0.18
C -1.29795 -0.14885 0.09120 -0.01
H 2.06608 -0.19464 -0.88249 0.01
H 1.70887 -0.59856 1.05821 0.02
H -0.01654 1.54617 -0.54510 0.08
H -2.29264 0.02552 -0.23172 0.04
H -1.31757 -1.01705 0.67173 0.03
```

=====

x.
The following is a quantum chemistry calculation of C2H5B in the gas phase, from OMol25.

Output
Gap between HOMO and LUMO = 10.1 eV
SMILES = B1CC1

The geometry in XYZ format:
```
8
Properties=species:S:1:pos:R:3:lowdin_charge:R:1
B -0.77696 0.63413 -0.19008 -0.11
C -0.28437 -0.77548 0.21554 -0.16
C 0.70695 0.29780 -0.28196 -0.16
H -1.42134 1.64450 -0.01253 0.06
H -0.14739 -1.03856 1.28261 0.07
H -0.63567 -1.64005 -0.50942 0.13
H 1.45389 -0.09399 -0.98050 0.09
H 1.10490 0.97165 0.47634 0.09
```

=====

Stability summary: most stable w, least stable x.

=====

w.
The following is a quantum chemistry calculation of a gas-phase ion, C6H8NO (charge +1), from OMol25.

Output
Multiplicity = 3
Gap between HOMO and LUMO (spin up / spin down) = 8.6 / 6.6 eV
Expectation value of S² = 2.03
Charge = +1

The geometry in XYZ format:
```
16
Properties=species:S:1:pos:R:3:mulliken_spin:R:1
C -0.13076 -2.37002 0.00058 0.15
C -2.56391 -1.09464 0.51704 0.34
C -1.48117 -0.47599 0.07504 0.05
C 0.97927 -0.05487 -0.22383 -0.01
C -0.24540 -1.06249 -0.13491 0.22
C 1.58449 2.29460 -0.38363 -0.01
N 0.61228 1.28632 -0.26285 0.82
O -0.16823 -3.49015 0.18817 0.16
H -3.57068 -0.67605 0.77204 0.01
H -2.31110 -2.03494 0.91216 0.03
H -1.44180 0.52817 -0.08514 0.03
H 1.51920 -0.47291 0.69609 0.08
H 1.65161 -0.26561 -0.97217 0.03
H 2.62609 1.98614 -0.64264 0.01
H 1.08405 3.06785 -0.96389 0.03
H 1.85607 2.83460 0.50794 0.07
```

=====

x.
The following is a quantum chemistry calculation of 2 unconnected molecules or ions with the total composition C6H8NO, from OMol25.

Output
Multiplicity = 3
Gap between HOMO and LUMO (spin up / spin down) = 3.7 / 3.6 eV
Expectation value of S² = 2.01
Charge = +1

The geometry in XYZ format:
```
16
Properties=species:S:1:pos:R:3:mulliken_spin:R:1
C 0.99220 -1.62937 -1.86621 0.14
C 1.82513 -1.77056 -0.73364 0.07
C 0.10993 -0.64851 -1.60072 0.33
C 1.30978 -0.88907 0.19792 0.44
C -0.95870 1.42778 2.03437 0.53
C -2.01008 1.06450 1.37902 0.46
N -1.00691 1.77797 0.58576 -0.01
O 0.27361 -0.22320 -0.39996 0.02
H 1.19127 -2.09832 -2.90912 0.00
H 2.42542 -2.67219 -0.42352 0.00
H -0.68495 -0.24404 -2.14870 0.02
H 1.57412 -0.53219 1.19753 -0.03
H -0.45187 1.82234 2.82669 0.03
H -2.92102 0.66344 1.39979 0.03
H -1.27584 2.73958 0.45309 0.00
H -0.39210 1.21183 0.00769 -0.03
```

=====

Stability summary: most stable w, least stable x.

=====

w.
The following is a quantum chemistry calculation of 2 unconnected molecules or ions with the total composition C2H10O2Si2, from OMol25.

Output
Gap between HOMO and LUMO (spin up / spin down) = 7.4 / 6.6 eV

The geometry in XYZ format:
```
16
Properties=species:S:1:pos:R:3:lowdin_charge:R:1
C 0.39121 1.57730 1.11965 -0.08
C 0.56223 1.25868 -0.34083 -0.34
O -2.58491 -0.46081 -1.01851 -0.37
O 1.80283 0.58987 -0.44232 -0.40
Si -1.82316 -1.90400 -1.38916 0.55
Si 2.05974 -1.03397 -0.49121 0.62
H -0.69082 1.63337 1.39730 0.09
H 0.81488 0.79675 1.75247 0.07
H 0.88061 2.44945 1.45142 0.06
H 0.54537 2.19792 -0.97580 0.14
H -0.32468 0.75388 -0.61736 0.03
H -2.09632 0.34221 -1.28280 0.02
H -1.53774 -1.94412 -2.86376 -0.11
H -2.88148 -3.06747 -1.17253 -0.09
H 1.89181 -1.69913 -1.90738 -0.09
H 3.31200 -1.37977 0.27952 -0.09
```

=====

x.
The following is a quantum chemistry calculation of 2 unconnected molecules or ions with the total composition C2H10O2Si2, from OMol25.

Output
Gap between HOMO and LUMO = 9.9 eV
SMILES = C[SiH2]O.C[SiH]=O

The geometry in XYZ format:
```
16
Properties=species:S:1:pos:R:3:lowdin_charge:R:1
C 1.78445 -1.16770 -0.16795 -0.25
Si 2.22330 0.61471 0.42327 0.49
O 2.11926 1.92500 -0.55709 -0.25
H 0.73495 -1.59418 0.03838 0.05
H 1.96950 -1.18511 -1.25544 0.03
H 2.42725 -1.74598 0.34712 -0.05
H 3.79604 0.69292 0.66684 -0.01
H 1.27920 0.82242 1.70535 -0.02
H 1.22884 2.06084 -0.75049 -0.07
C -2.87030 -0.15022 -0.17784 -0.19
Si -1.60830 1.20278 0.18491 0.64
O -0.61730 1.77275 -0.80149 -0.37
H -2.84295 -1.00178 0.32758 -0.04
H -3.94595 0.06054 0.14321 0.07
H -2.83111 -0.34308 -1.19178 0.00
H -1.78009 1.74559 1.50200 -0.04
```

=====

Stability summary: most stable x, least stable w.

=====

w.
The following is a quantum chemistry calculation of C3HNO2 in the gas phase, from OMol25.

Output
Gap between HOMO and LUMO = 9.4 eV
SMILES = N#CC(=O)C=O

The geometry in XYZ format:
```
7
Properties=species:S:1:pos:R:3:lowdin_charge:R:1
N 2.47448 -0.62280 0.08326 0.20
C 1.44116 -0.10538 0.02058 -0.10
C 0.13576 0.57965 0.01467 -0.34
O 0.02472 1.77803 0.01966 0.15
C -1.07916 -0.34819 -0.02178 -0.17
O -0.97889 -1.48637 -0.39280 0.11
H -2.02572 0.12774 0.28699 0.14
```

=====

x.
The following is a quantum chemistry calculation of C3HNO2 in the gas phase, from OMol25.

Output
Gap between HOMO and LUMO = 9.0 eV
SMILES = N#CC(=O)C=O

The geometry in XYZ format:
```
7
Properties=species:S:1:pos:R:3:lowdin_charge:R:1
N -0.65751 -2.58119 0.15211 0.19
C -0.35901 -1.52274 -0.20875 -0.10
C 0.04764 -0.16021 -0.60089 -0.32
O 0.05992 0.19976 -1.74699 0.16
C 0.39205 0.86837 0.55636 -0.12
O -0.30364 1.87386 0.54625 0.04
H 0.90339 1.33687 1.41667 0.15
```

=====

y.
The following is a quantum chemistry calculation of a molecular structure, C3HNO2, from OMol25.

Output
Gap between HOMO and LUMO = 9.0 eV

The geometry in XYZ format:
```
7
Properties=species:S:1:pos:R:3:lowdin_charge:R:1
O 2.01872 -1.48015 -0.89749 0.15
C 1.06612 -1.32282 -0.29271 -0.02
C -0.28586 0.31221 0.08988 -0.20
O -0.86465 -0.52112 0.81504 -0.01
C -0.80247 1.65287 -0.02569 -0.18
N -1.04514 2.75695 -0.25913 0.16
H -0.08671 -1.39793 0.57011 0.08
```

=====

Stability summary: most stable w, least stable y.

=====

w.
The following is a quantum chemistry calculation of a molecular structure, CCl3F2N, from OMol25.

Output
Multiplicity = 3
Gap between HOMO and LUMO (spin up / spin down) = 8.1 / 6.8 eV
Expectation value of S² = 2.03

The geometry in XYZ format:
```
7
Properties=species:S:1:pos:R:3:mulliken_spin:R:1
C 0.59508 -0.08147 0.08456 0.50
N -0.27515 -1.10375 0.12760 0.06
F 0.29712 3.28320 -0.79265 0.76
F -1.46780 -0.81565 0.81817 0.00
Cl 2.26002 -0.43423 -0.16328 0.05
Cl 0.13348 1.50674 0.31122 0.26
Cl -0.80603 -2.17027 -1.30403 0.38
```

=====

x.
The following is a quantum chemistry calculation of 2 unconnected molecules or ions with the total composition CCl3F2N, from OMol25.

Output
Multiplicity = 3
Gap between HOMO and LUMO (spin up / spin down) = 8.7 / 9.9 eV
Expectation value of S² = 2.01

The geometry in XYZ format:
```
7
Properties=species:S:1:pos:R:3:mulliken_spin:R:1
C 0.98224 0.39917 0.25822 0.80
N -1.13330 -0.93119 0.08907 0.83
F 0.84461 0.75463 1.54485 0.05
F -1.26627 -1.25534 -1.25625 0.06
Cl 0.79526 1.67140 -0.93843 0.07
Cl 1.95427 -0.99434 -0.11933 0.07
Cl -2.17681 0.35567 0.42186 0.12
```

=====

Stability summary: most stable x, least stable w.